(1)
The following is a DFT calculation (the ωB97M-V functional and the def2-TZVPD basis) of a molecular structure, C50H45AsGeIN2O3Pd.

Cartesian coordinates (Å):
Pd: 1.919 -0.914 -1.480
C: 0.087 -1.284 -5.274
C: 0.742 -1.687 -3.973
O: 1.069 -0.689 -3.245
C: 0.874 -3.036 -3.687
C: 1.358 -3.622 -2.483
C: 1.384 -5.119 -2.356
N: 1.765 -2.899 -1.490
N: 2.160 -3.502 -0.303
C: 2.584 -2.616 0.548
O: 2.596 -1.327 0.375
C: 3.056 -3.094 1.878
C: 3.604 -2.178 2.770
C: 4.035 -2.588 4.024
C: 3.923 -3.919 4.397
C: 3.385 -4.840 3.504
C: 2.956 -4.433 2.252
H: 0.436 -0.294 -5.559
H: 0.304 -1.998 -6.069
H: -0.996 -1.246 -5.134
H: 0.549 -3.723 -4.456
H: 0.967 -5.583 -3.247
H: 2.409 -5.463 -2.210
H: 0.817 -5.430 -1.478
H: 3.697 -1.144 2.457
H: 4.462 -1.864 4.708
H: 4.258 -4.242 5.376
H: 3.302 -5.883 3.788
H: 2.538 -5.139 1.547
O: 0.848 1.000 -0.068
As: 1.314 1.533 1.416
C: 0.232 0.737 2.794
C: -0.128 -0.594 2.608
C: -0.912 -1.233 3.558
C: -1.332 -0.545 4.688
C: -0.969 0.783 4.874
C: -0.188 1.428 3.924
C: 3.121 1.187 1.951
C: 4.095 1.087 0.969
C: 5.408 0.831 1.337
C: 5.741 0.700 2.678
C: 4.763 0.804 3.659
C: 3.444 1.038 3.297
C: 1.120 3.445 1.555
C: 1.751 4.177 2.558
C: 1.598 5.554 2.606
C: 0.828 6.199 1.645
C: 0.210 5.470 0.641
C: 0.351 4.089 0.597
H: 0.215 -1.116 1.722
H: -1.190 -2.269 3.414
H: -1.945 -1.044 5.428
H: -1.301 1.320 5.754
H: 0.075 2.472 4.057
H: 3.836 1.143 -0.082
H: 6.151 0.707 0.561
H: 6.766 0.494 2.961
H: 5.022 0.679 4.704
H: 2.669 1.070 4.056
H: 2.382 3.679 3.284
H: 2.090 6.125 3.383
H: 0.717 7.276 1.678
H: -0.385 5.971 -0.111
H: -0.131 3.505 -0.180
C: -0.998 1.719 -3.088
Ge: -2.399 0.802 -2.118
C: -3.953 0.902 -3.336
C: -3.805 0.552 -4.680
C: -4.867 0.630 -5.570
C: -6.107 1.073 -5.131
C: -6.275 1.428 -3.801
C: -5.207 1.342 -2.916
C: -2.921 1.780 -0.506
C: -2.969 1.184 0.752
C: -3.394 1.900 1.865
C: -3.789 3.223 1.733
C: -3.757 3.830 0.485
C: -3.319 3.115 -0.620
C: -2.149 -1.093 -1.698
C: -2.946 -2.041 -2.343
C: -2.868 -3.389 -2.014
C: -1.994 -3.808 -1.021
C: -1.192 -2.878 -0.377
C: -1.261 -1.535 -0.718
H: -1.160 1.775 -4.163
H: -2.842 0.205 -5.044
H: -4.726 0.348 -6.607
H: -6.938 1.140 -5.823
H: -7.239 1.774 -3.450
H: -5.357 1.619 -1.878
H: -2.674 0.149 0.871
H: -3.411 1.420 2.835
H: -4.118 3.782 2.602
H: -4.064 4.863 0.376
H: -3.286 3.603 -1.589
H: -3.652 -1.732 -3.103
H: -3.492 -4.106 -2.533
H: -1.923 -4.858 -0.763
H: -0.469 -3.203 0.363
H: -0.594 -0.830 -0.230
I: 4.343 0.174 -2.573
C: 0.096 2.263 -2.571
H: 0.826 2.763 -3.198
H: 0.341 2.171 -1.514

Computed properties:
HOMO = -0.1456 Ha
Spin multiplicity = 1
Net charge = -1
Energy above the lowest of the compared OMol25 structures with the same formula, charge and spin = 0.000 eV
E_tot = -190639.920 eV

=====

(2)
The following is a DFT calculation (the ωB97M-V functional and the def2-TZVPD basis) of a molecular structure, C50H45BCeClF11NO6P3 at a distorted geometry.

Cartesian coordinates (Å):
Ce: 0.226 1.175 -0.021
O: -0.189 3.488 0.066
Cl: 1.234 3.460 0.166
O: 1.800 4.724 0.167
O: 1.540 2.737 1.362
O: 1.723 2.657 -0.920
C: -0.802 -2.075 1.158
O: 0.252 -1.120 1.288
C: 1.430 -1.738 1.812
C: 2.506 -0.689 2.072
O: 2.637 0.151 0.929
C: 3.823 0.935 1.017
H: -0.514 -2.895 0.496
H: -1.657 -1.553 0.727
H: -1.068 -2.480 2.137
H: 1.798 -2.475 1.087
H: 1.193 -2.243 2.758
H: 3.452 -1.215 2.265
H: 2.252 -0.081 2.952
H: 4.705 0.288 1.017
H: 3.809 1.546 1.923
H: 3.849 1.580 0.142
C: -3.632 0.978 3.198
N: -2.547 0.931 2.222
P: -1.025 1.686 2.609
C: -1.579 3.082 3.668
C: -1.814 2.941 5.033
C: -2.409 3.965 5.748
C: -2.796 5.132 5.107
C: -2.549 5.288 3.752
C: -1.928 4.275 3.040
C: -0.254 0.652 3.906
C: 0.915 1.226 4.410
C: 1.704 0.546 5.317
C: 1.339 -0.732 5.716
C: 0.182 -1.309 5.220
C: -0.615 -0.623 4.316
P: -2.839 1.217 0.518
C: -3.752 -0.253 -0.083
C: -3.977 -0.223 -1.462
C: -4.584 -1.287 -2.101
C: -4.950 -2.408 -1.370
C: -4.716 -2.454 -0.005
C: -4.122 -1.381 0.641
C: -4.159 2.485 0.557
C: -3.734 3.801 0.388
C: -4.607 4.849 0.617
C: -5.918 4.583 0.980
C: -6.365 3.274 1.071
C: -5.491 2.222 0.861
H: -3.287 0.532 4.131
H: -4.486 0.410 2.836
H: -3.964 1.997 3.412
H: -1.533 2.031 5.541
H: -2.599 3.847 6.805
H: -3.295 5.915 5.659
H: -2.856 6.193 3.247
H: -1.711 4.403 1.989
H: 1.193 2.215 4.067
H: 2.601 1.003 5.704
H: 1.958 -1.276 6.411
H: -0.105 -2.300 5.543
H: -1.513 -1.084 3.934
H: -3.680 0.650 -2.032
H: -4.757 -1.254 -3.167
H: -5.418 -3.244 -1.865
H: -4.988 -3.332 0.562
H: -3.955 -1.427 1.707
H: -2.712 3.982 0.072
H: -4.265 5.870 0.535
H: -6.597 5.398 1.184
H: -7.394 3.073 1.331
H: -5.836 1.200 0.930
F: -1.234 0.222 -3.343
B: -0.760 0.701 -2.178
F: -0.999 2.087 -2.272
F: 8.789 -2.639 -2.533
C: 8.172 -1.704 -3.278
F: 8.878 -0.577 -3.138
F: 8.300 -2.089 -4.559
C: 6.724 -1.542 -2.887
C: 5.874 -2.634 -3.018
C: 4.536 -2.508 -2.691
C: 4.038 -1.294 -2.227
C: 4.898 -0.206 -2.117
C: 6.238 -0.324 -2.431
P: 2.270 -0.930 -1.845
C: 1.521 -2.605 -1.728
C: 2.116 -3.611 -0.965
C: 1.442 -4.791 -0.698
C: 0.145 -4.959 -1.166
C: -0.459 -3.975 -1.943
C: 0.231 -2.810 -2.223
C: -0.658 -6.176 -0.792
F: -0.090 -6.872 0.201
F: -0.840 -7.017 -1.815
F: -1.886 -5.827 -0.355
C: 1.877 -0.491 -3.591
C: 1.630 0.844 -3.900
C: 1.314 1.209 -5.198
C: 1.249 0.233 -6.182
C: 1.547 -1.091 -5.893
C: 1.865 -1.449 -4.598
C: 0.924 0.595 -7.607
F: 0.193 -0.349 -8.218
F: 2.053 0.727 -8.329
F: 0.249 1.743 -7.721
H: 6.261 -3.575 -3.381
H: 3.881 -3.356 -2.819
H: 4.504 0.750 -1.805
H: 6.902 0.519 -2.325
H: 3.116 -3.479 -0.575
H: 1.908 -5.567 -0.110
H: -1.471 -4.111 -2.297
H: -0.239 -2.046 -2.823
H: 1.685 1.600 -3.122
H: 1.108 2.237 -5.452
H: 1.525 -1.826 -6.683
H: 2.093 -2.481 -4.378

Computed properties:
HOMO (alpha / beta) = -0.5097 / -0.5097 Ha
Spin multiplicity = 1
Net charge = +2
Energy above the lowest of the compared OMol25 structures with the same formula, charge and spin = 0.000 eV
E_tot = -150223.830 eV

=====

(3)
The following is a DFT calculation (the ωB97M-V functional and the def2-TZVPD basis) of a molecular structure, C50H46CsN2O3PTe.

Cartesian coordinates (Å):
Cs: -1.390 0.674 -0.829
N: -2.863 3.464 -2.353
C: -2.436 4.700 -2.836
C: -3.213 5.407 -3.755
C: -2.771 6.612 -4.268
C: -1.550 7.139 -3.871
C: -0.768 6.433 -2.971
C: -1.181 5.207 -2.455
P: -0.169 4.202 -1.302
C: 1.076 5.393 -0.703
C: 0.839 5.962 0.546
C: 1.715 6.900 1.074
C: 2.847 7.266 0.362
C: 3.098 6.696 -0.879
C: 2.217 5.766 -1.411
C: 0.784 3.148 -2.466
C: 0.298 2.813 -3.727
C: 0.990 1.923 -4.538
C: 2.185 1.367 -4.107
C: 2.679 1.696 -2.851
C: 1.976 2.562 -2.029
H: -3.842 3.250 -2.469
H: -2.571 3.302 -1.400
H: -4.173 5.003 -4.054
H: -3.390 7.149 -4.975
H: -1.207 8.088 -4.260
H: 0.185 6.845 -2.664
H: -0.040 5.665 1.107
H: 1.517 7.338 2.044
H: 3.537 7.990 0.774
H: 3.982 6.977 -1.437
H: 2.419 5.326 -2.380
H: -0.626 3.251 -4.081
H: 0.596 1.671 -5.514
H: 2.729 0.678 -4.741
H: 3.615 1.269 -2.509
H: 2.356 2.786 -1.039
C: 2.026 -4.205 4.193
C: 1.100 -3.466 3.263
C: -0.014 -4.069 2.707
C: -0.905 -3.394 1.867
C: -2.121 -4.083 1.365
O: -3.217 -3.555 1.332
C: -1.971 -5.504 0.893
C: -3.050 -6.374 1.015
C: -2.950 -7.678 0.557
C: -1.776 -8.114 -0.048
C: -0.705 -7.243 -0.190
C: -0.799 -5.944 0.288
C: -0.677 -2.036 1.518
O: -1.424 -1.352 0.736
C: 0.502 -1.440 2.073
C: 1.339 -2.128 2.924
C: 0.733 -0.004 1.726
N: 1.268 0.402 0.642
C: 1.707 -0.579 -0.335
C: 3.200 -0.841 -0.208
Te: 3.920 -2.098 -1.778
C: 3.702 -3.940 -0.774
C: 4.541 -4.978 -1.169
C: 4.432 -6.231 -0.582
C: 3.501 -6.452 0.424
C: 2.679 -5.411 0.832
C: 2.765 -4.162 0.228
C: 0.206 1.029 2.665
C: -0.671 0.663 3.684
C: -1.209 1.626 4.527
C: -0.862 2.959 4.370
C: 0.017 3.331 3.360
C: 0.542 2.375 2.507
H: 1.712 -5.243 4.310
H: 2.045 -3.754 5.188
H: 3.052 -4.210 3.817
H: -0.224 -5.106 2.952
H: -3.961 -6.011 1.471
H: -3.787 -8.356 0.666
H: -1.700 -9.131 -0.411
H: 0.208 -7.572 -0.671
H: 0.039 -5.268 0.173
H: 2.203 -1.619 3.345
H: 1.493 -0.168 -1.327
H: 1.171 -1.533 -0.248
H: 3.430 -1.350 0.729
H: 3.768 0.089 -0.232
H: 5.294 -4.813 -1.930
H: 5.088 -7.030 -0.902
H: 3.422 -7.424 0.892
H: 1.953 -5.559 1.622
H: 2.093 -3.382 0.574
H: -0.939 -0.378 3.807
H: -1.895 1.331 5.311
H: -1.273 3.709 5.035
H: 0.300 4.369 3.240
H: 1.221 2.655 1.712
C: -4.452 0.019 1.028
C: -4.832 0.194 -0.411
C: -5.647 -0.912 -1.019
O: -4.455 1.153 -1.066
H: -5.312 -0.301 1.618
H: -4.038 0.940 1.434
H: -3.706 -0.784 1.090
H: -6.609 -0.978 -0.508
H: -5.137 -1.864 -0.856
H: -5.804 -0.736 -2.080

Computed properties:
HOMO = -0.2584 Ha
Spin multiplicity = 1
Energy above the lowest of the compared OMol25 structures with the same formula, charge and spin = 0.070 eV
E_tot = -78850.706 eV

=====

(4)
The following is a DFT calculation (the ωB97M-V functional and the def2-TZVPD basis) of a molecular structure, C50H46N8NaS8SbSe2 at a distorted geometry.

Cartesian coordinates (Å):
Na: 0.662 0.210 2.301
Se: 1.350 3.645 4.193
Se: -0.756 3.242 5.024
C: -1.750 2.897 3.386
C: -3.140 2.973 3.470
C: -3.868 2.720 2.324
C: -3.201 2.400 1.147
C: -1.816 2.362 1.177
N: -1.101 2.625 2.275
C: 2.289 2.022 4.707
C: 3.547 2.215 5.261
C: 4.252 1.100 5.693
C: 3.659 -0.146 5.615
C: 2.395 -0.239 5.051
N: 1.742 0.822 4.560
H: -3.626 3.198 4.412
H: -4.950 2.772 2.347
H: -3.732 2.172 0.230
H: -1.236 2.078 0.304
H: 3.948 3.214 5.370
H: 5.239 1.214 6.126
H: 4.147 -1.040 5.978
H: 1.883 -1.195 4.994
N: -0.166 -0.629 0.600
S: -0.245 -1.417 -0.606
N: 0.482 -0.859 -1.994
S: 0.419 0.674 -2.267
N: 0.749 1.752 -1.199
S: 2.025 1.857 -0.163
N: 1.848 1.705 1.268
C: 2.572 3.516 -0.614
C: 3.855 3.866 -0.213
C: 4.296 5.170 -0.378
C: 3.449 6.129 -0.921
C: 2.160 5.778 -1.296
C: 1.717 4.468 -1.147
C: 3.285 0.833 -0.929
C: 3.454 -0.399 -0.314
C: 4.363 -1.301 -0.848
C: 5.092 -0.963 -1.980
C: 4.918 0.278 -2.587
C: 4.008 1.184 -2.066
C: -1.237 1.128 -2.673
C: -1.780 2.377 -2.363
C: -3.027 2.728 -2.875
C: -3.732 1.856 -3.690
C: -3.169 0.623 -4.019
C: -1.927 0.261 -3.534
C: 1.341 0.859 -3.666
C: 1.626 -0.233 -4.541
C: 2.194 0.026 -5.770
C: 2.482 1.336 -6.193
C: 2.156 2.407 -5.341
C: 1.586 2.196 -4.108
C: -1.941 -1.700 -1.161
C: -2.296 -2.579 -2.176
C: -3.626 -2.664 -2.562
C: -4.582 -1.861 -1.944
C: -4.212 -0.993 -0.926
C: -2.885 -0.921 -0.516
C: 0.448 -3.064 -0.667
C: 1.563 -3.387 -1.438
C: 2.095 -4.665 -1.331
C: 1.527 -5.589 -0.462
C: 0.429 -5.248 0.318
C: -0.118 -3.980 0.216
H: 4.501 3.118 0.234
H: 5.300 5.440 -0.073
H: 3.792 7.149 -1.045
H: 1.492 6.524 -1.710
H: 0.717 4.184 -1.439
H: 2.885 -0.664 0.571
H: 4.481 -2.264 -0.366
H: 5.796 -1.673 -2.399
H: 5.473 0.535 -3.482
H: 3.851 2.137 -2.555
H: -1.245 3.045 -1.710
H: -3.452 3.690 -2.612
H: -4.711 2.129 -4.066
H: -3.709 -0.068 -4.657
H: -1.489 -0.694 -3.795
H: 1.432 -1.244 -4.214
H: 2.437 -0.811 -6.416
H: 2.938 1.517 -7.158
H: 2.363 3.425 -5.653
H: 1.353 3.033 -3.461
H: -1.539 -3.187 -2.658
H: -3.917 -3.351 -3.348
H: -5.620 -1.922 -2.253
H: -4.958 -0.377 -0.437
H: -2.558 -0.283 0.301
H: 2.012 -2.644 -2.083
H: 2.972 -4.928 -1.911
H: 1.965 -6.575 -0.363
H: 0.016 -5.925 1.057
H: -0.933 -3.705 0.881
S: 0.748 -3.598 6.279
Sb: 0.817 -4.789 4.304
S: 1.278 -2.614 2.778
S: 3.099 -3.052 2.136
S: -1.391 -5.353 3.692
S: -1.935 -0.538 3.870
C: -3.144 -1.582 3.323
N: -3.090 -2.899 3.513
C: -4.087 -3.856 3.056
C: -4.857 -3.294 1.878
C: -5.357 -1.908 2.245
N: -4.216 -1.100 2.624
H: -2.225 -3.309 3.869
H: -4.776 -4.097 3.873
H: -3.546 -4.766 2.803
H: -5.691 -3.949 1.621
H: -4.197 -3.215 1.009
H: -6.084 -1.985 3.063
H: -5.859 -1.430 1.403
H: -4.264 -0.091 2.612

Computed properties:
HOMO (alpha / beta) = -0.0477 / -0.0244 Ha
Spin multiplicity = 1
Net charge = -2
Energy above the lowest of the compared OMol25 structures with the same formula, charge and spin = 1.639 eV
E_tot = -292842.659 eV